(1)
Below is 2 unconnected molecules or ions with the total composition C6H10O, with properties calculated with ωB97M-V/def2-TZVPD.

The geometry in XYZ format:
```
17
Properties=species:S:1:pos:R:3:lowdin_charge:R:1
H -2.53 1.08 -0.43 0.08
H 0.40 -1.17 1.56 0.14
H 0.73 1.88 0.65 0.12
C 0.13 1.05 1.02 -0.03
H 0.26 -0.40 -1.96 0.13
H 1.36 -2.40 -0.21 0.09
C 0.38 0.40 -1.21 -0.01
C 0.46 -0.44 0.76 -0.13
H -0.18 1.18 2.04 0.11
H -2.47 -0.66 -0.69 0.08
C -2.10 0.15 -0.05 -0.02
H 2.05 -2.11 -0.24 0.08
C 1.48 -0.07 -0.24 -0.50
C -0.61 0.28 -0.02 -0.40
H -2.50 0.00 0.96 0.08
H 0.47 1.37 -1.70 0.12
O 2.68 -0.13 -0.24 0.05
```

Summary:
Orbital gap   0.3751 Ha
Energy relative to the best compared isomer or geometry (same formula, charge and spin)   65.7 kcal/mol
2S+1   1
F_max   1.08 eV Å⁻¹
Charge   0
E_HOMO   -9.370 eV
Total energy   -8428.391 eV

---

(2)
Below is a molecular structure, C6H10O, with properties calculated with ωB97M-V/def2-TZVPD.

The geometry in XYZ format:
```
17
Properties=species:S:1:pos:R:3:lowdin_charge:R:1
H 0.94 0.59 2.77 0.08
O -0.15 -1.50 -1.91 -0.01
C 0.06 0.64 0.78 -0.34
H -0.82 0.81 2.76 0.08
H -1.86 0.87 -0.45 0.12
C -1.10 0.15 -0.12 -0.06
H -1.60 -0.73 0.31 0.12
H -0.85 -1.25 -2.59 0.10
C 1.05 -0.16 -0.11 -0.06
C 0.01 0.30 2.26 -0.08
H 1.04 0.20 -2.90 0.04
H -0.13 -0.78 2.40 0.08
H 1.99 0.34 -0.42 0.12
H 0.21 1.72 0.65 0.14
C -0.01 0.18 -2.58 0.14
H 1.29 -1.14 0.32 0.12
C -0.05 -0.25 -1.16 -0.56
```

Summary:
Orbital gap   0.3510 Ha
Energy relative to the best compared isomer or geometry (same formula, charge and spin)   100.6 kcal/mol
2S+1   1
F_max   0.61 eV Å⁻¹
Charge   0
E_HOMO   -8.753 eV
Total energy   -8426.876 eV

---

(3)
Below is a single C6H10O molecule, with properties calculated with ωB97M-V/def2-TZVPD.

The geometry in XYZ format:
```
17
Properties=species:S:1:pos:R:3:lowdin_charge:R:1
C 1.17 0.34 -0.21 -0.32
H 1.25 2.48 -0.85 0.10
H 2.87 1.40 0.77 0.10
O -2.46 -1.84 0.59 0.05
C 1.82 1.17 0.86 -0.13
H -2.98 -1.61 -1.34 0.12
H 0.51 -1.64 0.35 0.13
C -0.97 -0.76 -0.95 -0.17
C -2.23 -1.46 -0.53 -0.27
H -0.41 -0.34 1.08 0.12
H -1.26 0.24 -1.30 0.12
C 0.08 -0.65 0.15 -0.18
H -0.58 -1.27 -1.84 0.12
H 1.48 1.02 1.89 0.10
C 0.86 1.81 -0.10 -0.13
H 1.81 0.05 -1.04 0.14
H -0.13 2.09 0.28 0.10
```

Summary:
Orbital gap   0.3980 Ha
Energy relative to the best compared isomer or geometry (same formula, charge and spin)   15.9 kcal/mol
2S+1   1
F_max   0.53 eV Å⁻¹
Charge   0
E_HOMO   -9.769 eV
Total energy   -8430.551 eV

---

(4)
Below is a molecular structure, C6H10O, with properties calculated with ωB97M-V/def2-TZVPD.

The geometry in XYZ format:
```
17
Properties=species:S:1:pos:R:3:lowdin_charge:R:1
H -1.09 0.70 -1.47 0.14
H -0.65 2.28 0.28 0.11
O 0.06 0.82 1.48 -0.15
C 0.59 -0.02 -0.06 -0.25
H -2.03 -1.27 0.61 0.11
H 1.93 1.51 -0.66 0.09
H 0.80 -2.26 0.35 0.12
C 1.87 0.42 -0.70 0.00
C -1.23 -1.16 -0.12 -0.10
H 0.13 -1.02 1.50 0.11
H -1.45 -1.77 -1.00 0.10
C -0.97 1.31 0.66 -0.26
C -0.84 0.31 -0.48 -0.22
H 2.73 -0.02 -0.19 0.09
H 1.92 0.13 -1.76 0.10
C 0.19 -1.36 0.47 -0.11
H -1.97 1.40 1.10 0.12
```

Summary:
Orbital gap   0.3635 Ha
Energy relative to the best compared isomer or geometry (same formula, charge and spin)   67.0 kcal/mol
2S+1   1
F_max   2.46 eV Å⁻¹
Charge   0
E_HOMO   -8.905 eV
Total energy   -8428.335 eV

---

(5)
Below is 2 unconnected molecules or ions with the total composition C6H10O, with properties calculated with ωB97M-V/def2-TZVPD.

The geometry in XYZ format:
```
17
Properties=species:S:1:pos:R:3:lowdin_charge:R:1
H 1.02 -0.18 -2.13 0.11
H -0.68 -0.91 -0.40 0.02
C -2.26 1.39 0.30 -0.08
H 0.65 1.12 0.03 0.10
H -1.45 -0.05 1.63 0.03
C -2.26 0.64 1.39 -0.06
C 1.69 -0.40 -1.30 -0.10
C 1.48 0.41 -0.02 -0.11
C 1.28 -1.62 -0.47 -0.30
H 1.96 -2.47 -0.38 0.13
H -1.43 1.36 -0.41 0.02
O 1.16 -0.79 0.78 -0.14
H 2.72 -0.40 -1.65 0.11
C -0.08 -1.70 0.09 0.05
H 2.38 0.86 0.40 0.12
H -3.08 2.05 0.05 0.05
H -3.10 0.66 2.08 0.05
```

Summary:
Orbital gap   0.3311 Ha
Energy relative to the best compared isomer or geometry (same formula, charge and spin)   133.0 kcal/mol
2S+1   1
F_max   0.29 eV Å⁻¹
Charge   0
E_HOMO   -8.105 eV
Total energy   -8425.472 eV

---

(6)
Below is a single C6H10O molecule, with properties calculated with ωB97M-V/def2-TZVPD.

The geometry in XYZ format:
```
17
Properties=species:S:1:pos:R:3:lowdin_charge:R:1
C -0.75 -0.83 0.81 -0.06
H -1.56 0.02 -1.91 0.09
H -1.66 -0.54 1.35 0.13
C 1.05 -0.51 -0.69 -0.20
O 0.44 -0.46 1.62 -0.16
H 1.20 1.56 0.77 0.13
H -0.66 1.54 -1.84 0.09
C -0.26 0.17 -0.22 -0.48
H -0.79 -1.89 0.53 0.14
C 1.78 -0.68 0.66 -0.07
H 2.09 -1.69 0.90 0.03
H 1.61 0.18 -1.32 0.11
H 0.82 -1.41 -1.29 0.11
C 0.30 0.96 0.97 -0.03
H -0.38 1.46 1.65 0.13
C -1.18 0.79 -1.24 -0.02
H -2.04 1.27 -0.76 0.08
```

Summary:
Orbital gap   0.2709 Ha
Energy relative to the best compared isomer or geometry (same formula, charge and spin)   118.5 kcal/mol
2S+1   1
F_max   1.31 eV Å⁻¹
Charge   0
E_HOMO   -6.633 eV
Total energy   -8426.101 eV

---

(7)
Below is a single C6H10O molecule, with properties calculated with ωB97M-V/def2-TZVPD.

The geometry in XYZ format:
```
17
Properties=species:S:1:pos:R:3:lowdin_charge:R:1
H 2.57 0.70 0.87 0.07
C 2.11 0.54 -0.12 -0.05
C 0.01 -0.71 1.00 -0.05
H 2.25 1.40 -0.79 0.08
H -2.15 1.38 -0.73 0.11
H 2.44 -0.41 -0.57 0.06
H 0.14 -0.17 1.95 0.12
C -0.39 0.15 -0.98 -0.16
H 0.17 -1.77 1.15 0.11
H -2.96 -0.94 0.71 0.10
C 0.83 -0.27 -0.22 -0.37
H 1.12 -1.29 -0.73 0.16
H -0.84 1.84 0.47 0.11
C -1.26 1.08 -0.19 -0.02
C -1.23 -0.38 0.16 -0.47
O -2.32 -1.22 0.05 0.04
H -0.47 0.02 -2.05 0.14
```

Summary:
Orbital gap   0.3720 Ha
Energy relative to the best compared isomer or geometry (same formula, charge and spin)   66.5 kcal/mol
2S+1   1
F_max   3.56 eV Å⁻¹
Charge   0
E_HOMO   -9.202 eV
Total energy   -8428.356 eV

---

(8)
Below is a single C6H10O molecule, with properties calculated with ωB97M-V/def2-TZVPD.

The geometry in XYZ format:
```
17
Properties=species:S:1:pos:R:3:lowdin_charge:R:1
C -1.67 0.59 -0.06 -0.32
H -0.09 -0.52 -1.19 0.08
H 2.15 -1.21 -0.62 0.09
H -1.26 -1.34 0.86 0.09
H 1.01 1.50 1.59 0.16
O -0.84 1.30 0.83 -0.10
C 2.36 -0.47 0.16 -0.16
C 1.04 -0.29 0.82 0.01
C -1.15 -0.34 -1.11 -0.10
H -1.66 -0.36 -2.08 0.10
H -2.87 -1.30 -0.03 0.10
H 3.06 -0.98 0.83 0.08
H 0.93 1.67 -0.17 0.14
H -2.53 1.21 -0.33 0.14
H 2.83 0.41 -0.31 0.07
C 0.54 1.08 0.68 -0.30
C -1.88 -0.88 0.10 -0.10
```

Summary:
Orbital gap   0.3197 Ha
Energy relative to the best compared isomer or geometry (same formula, charge and spin)   109.1 kcal/mol
2S+1   1
F_max   0.36 eV Å⁻¹
Charge   0
E_HOMO   -8.532 eV
Total energy   -8426.508 eV

---

(9)
Below is 2 unconnected molecules or ions with the total composition C6H10O, with properties calculated with ωB97M-V/def2-TZVPD.

The geometry in XYZ format:
```
17
Properties=species:S:1:pos:R:3:lowdin_charge:R:1
H 2.53 1.26 0.32 0.09
H 2.80 0.06 -0.94 0.10
H -2.03 0.54 0.20 0.12
C 0.24 -1.20 0.36 -0.10
H 2.87 -0.44 0.76 0.08
H -1.98 0.24 -1.53 0.11
C 0.90 -0.07 -0.02 -0.21
C -0.05 0.92 -0.66 -0.36
C -1.05 -1.27 -0.27 -0.01
H -2.71 -1.94 0.90 -0.01
C -1.39 0.15 -0.61 -0.18
C 2.36 0.21 0.05 -0.03
H 0.71 -2.03 0.89 0.10
H 0.22 1.08 -1.71 0.16
H -0.26 2.10 0.85 0.10
O 0.01 2.20 -0.07 -0.01
H -3.16 -1.81 1.48 0.04
```

Summary:
Orbital gap   0.2845 Ha
Energy relative to the best compared isomer or geometry (same formula, charge and spin)   95.0 kcal/mol
2S+1   1
F_max   0.40 eV Å⁻¹
Charge   0
E_HOMO   -8.091 eV
Total energy   -8427.122 eV

---

(10)
Below is a single C6H10O molecule, with properties calculated with ωB97M-V/def2-TZVPD.

The geometry in XYZ format:
```
17
Properties=species:S:1:pos:R:3:lowdin_charge:R:1
H -0.82 1.63 1.29 0.12
H -1.67 -0.56 1.02 0.13
H 0.69 -0.35 -2.22 0.10
H 0.19 -1.67 2.28 0.08
C 0.18 -1.65 1.19 -0.07
C 0.84 0.10 -1.25 -0.02
O -0.42 2.37 -1.20 0.04
H 0.87 1.07 1.44 0.12
C -0.01 1.16 -0.66 -0.46
H -0.22 -2.61 0.83 0.08
H 1.72 -0.23 -0.72 0.10
H 1.23 -1.60 0.85 0.07
H 0.05 2.49 -2.04 0.10
H -1.32 -0.44 -1.57 0.15
C -0.60 -0.20 -0.79 -0.17
C -0.64 -0.47 0.68 -0.31
C -0.06 0.97 0.87 -0.04
```

Summary:
Orbital gap   0.3698 Ha
Energy relative to the best compared isomer or geometry (same formula, charge and spin)   45.1 kcal/mol
2S+1   1
F_max   1.80 eV Å⁻¹
Charge   0
E_HOMO   -9.048 eV
Total energy   -8429.286 eV

---

(11)
Below is a single C6H10O molecule, with properties calculated with ωB97M-V/def2-TZVPD.

The geometry in XYZ format:
```
17
Properties=species:S:1:pos:R:3:lowdin_charge:R:1
O 0.48 3.44 -1.51 -0.02
H 0.81 3.66 -0.59 0.13
H -0.64 -2.81 -0.49 0.09
H 0.00 1.94 0.48 0.13
H 1.14 1.48 -2.31 0.12
C -1.09 -0.56 1.55 -0.05
H -0.83 -0.99 2.51 0.06
H 0.65 -0.46 -1.46 0.13
H 0.44 -2.97 1.12 0.11
H 1.02 -2.28 -0.46 0.06
H -2.01 -1.16 1.38 0.09
H -1.27 0.50 1.66 0.06
C 0.31 1.40 -0.46 -0.10
C 0.26 -0.05 -0.51 -0.13
C -0.12 -0.89 0.42 -0.36
C 0.73 2.11 -1.51 -0.22
C 0.12 -2.36 0.18 -0.09
```

Summary:
Orbital gap   0.3235 Ha
Energy relative to the best compared isomer or geometry (same formula, charge and spin)   42.0 kcal/mol
2S+1   1
F_max   3.22 eV Å⁻¹
Charge   0
E_HOMO   -7.884 eV
Total energy   -8429.420 eV

---

(12)
Below is a molecular structure, C6H10O, with properties calculated with ωB97M-V/def2-TZVPD.

The geometry in XYZ format:
```
17
Properties=species:S:1:pos:R:3:lowdin_charge:R:1
H 2.75 -0.54 0.77 0.08
C 2.26 0.14 0.07 -0.03
H 0.57 -2.09 0.86 0.11
C 0.12 -1.24 0.35 -0.12
C -0.14 0.88 -0.66 -0.35
H -2.17 0.67 0.13 0.12
H -2.15 -1.80 0.74 0.01
C -1.23 -1.26 -0.19 -0.07
H 2.73 0.02 -0.91 0.09
H -0.27 2.05 0.89 0.10
C -1.52 0.17 -0.60 -0.16
C 0.79 -0.13 -0.02 -0.23
H 2.43 1.17 0.38 0.08
H -2.20 -1.47 1.51 0.13
H -2.04 0.21 -1.56 0.11
O -0.06 2.16 -0.05 -0.02
H 0.14 1.06 -1.70 0.16
```

Summary:
Orbital gap   0.2838 Ha
Energy relative to the best compared isomer or geometry (same formula, charge and spin)   99.9 kcal/mol
2S+1   1
F_max   0.34 eV Å⁻¹
Charge   0
E_HOMO   -7.881 eV
Total energy   -8426.910 eV